--- one ---
This record from the Open Molecules 2025 dataset describes 8 unconnected molecules or ions with the total composition C48H120N8O16. The level of theory is ωB97M-V with the def2-TZVPD basis set.

```
192
Properties=species:S:1:pos:R:3:mulliken_charge:R:1
O 2.803 10.114 -3.079 -0.31
O -4.861 -9.458 -9.211 -0.24
O 6.394 8.963 10.009 -0.34
O -7.823 8.260 0.982 -0.36
O 5.443 -10.431 -3.371 -0.32
O -2.636 -4.850 -7.760 -0.40
O 1.096 5.543 8.540 -0.32
O 3.639 -10.494 1.376 -0.34
O -8.135 -13.038 -3.841 -0.33
O -8.078 4.342 6.834 -0.31
O -2.554 2.988 1.153 -0.40
O 7.095 14.842 -1.918 -0.31
O 5.826 -1.462 0.420 -0.35
O -7.508 -8.084 -1.256 -0.29
O 5.908 4.625 1.941 -0.37
O -1.275 -2.402 -0.083 -0.35
N 4.258 -9.174 -1.050 -0.23
N -3.048 -7.243 -10.293 -0.36
N -6.373 -10.789 -2.630 -0.24
N 5.812 12.032 -3.960 -0.39
N 4.451 6.498 10.078 -0.35
N -1.015 0.282 1.374 -0.19
N 5.526 2.252 -0.133 -0.32
N -6.752 6.208 3.900 -0.34
C 5.303 0.840 -0.404 -0.56
C 1.867 9.738 -2.084 -0.70
C 7.054 14.103 -3.044 -0.50
C -1.682 -4.246 -8.597 -0.78
C -0.971 -1.070 1.849 -0.51
C 4.848 -9.115 -3.512 -0.67
C -3.754 -9.729 -10.071 -0.52
C -6.925 -9.543 -3.119 -0.62
C -1.163 -1.789 -1.369 -0.50
C 6.960 -2.057 -0.150 -0.70
C -6.943 7.621 1.906 -0.71
C 6.838 -10.490 -3.730 -0.74
C 5.814 8.212 8.884 -0.42
C -2.701 -8.637 -9.885 -0.77
C 0.138 4.569 8.740 -0.68
C -8.383 4.458 8.218 -0.72
C -6.623 -8.240 -2.294 -0.67
C -7.456 -14.281 -3.816 -0.73
C -1.307 2.659 1.869 -0.68
C 6.348 3.585 2.839 -0.68
C 4.533 11.340 -3.982 -0.92
C 8.311 15.672 -1.908 -0.74
C 4.511 2.807 0.779 -0.67
C -7.484 5.421 6.199 -0.52
C -7.518 5.211 4.719 -0.34
C -0.349 -2.087 0.969 -0.68
C -7.626 7.054 3.131 -0.28
C -1.072 1.256 2.482 -0.52
C 7.072 10.201 9.582 -0.75
C 3.992 -11.058 2.737 -0.70
C 5.857 13.211 -3.087 -0.47
C -2.690 2.634 -0.213 -0.81
C -3.698 -6.514 -9.138 -0.40
C -7.150 -11.789 -1.887 -0.48
C -8.183 9.626 1.263 -0.74
C -2.743 -6.198 -8.004 -0.51
C 3.912 10.851 -2.690 -0.18
C 3.967 -9.048 1.364 -0.65
C 2.162 5.635 9.532 -0.67
C -5.606 -10.587 -8.725 -0.73
C -8.357 -12.355 -2.601 -0.64
C 3.478 -8.562 0.033 -0.57
C -7.192 -7.008 -0.439 -0.78
C 5.714 6.687 9.358 -0.59
C 6.041 -0.036 0.625 -0.40
C 4.675 4.281 1.299 -0.65
C 3.764 -8.976 -2.434 -0.69
C 3.382 6.433 9.059 -0.33
H 3.591 2.612 0.229 0.57
H -3.641 -7.379 -11.100 0.27
H 3.402 -10.610 3.537 0.27
H -6.895 -7.345 -2.853 0.42
H 4.570 2.158 1.653 0.27
H -7.555 -11.353 -0.974 0.31
H 6.976 -10.475 -4.811 0.29
H 1.942 10.466 -1.277 0.31
H 5.032 -8.837 1.463 0.37
H -6.557 -12.681 -1.684 0.41
H -8.351 6.423 2.617 0.34
H 4.324 5.086 0.653 0.40
H 4.653 10.231 -2.186 0.28
H -4.086 -9.898 -11.096 0.34
H 7.848 9.975 8.850 0.31
H 6.440 10.997 9.189 0.29
H 7.157 3.872 3.511 0.32
H 5.679 0.140 1.638 0.17
H -1.813 2.145 -0.637 0.28
H 3.682 11.623 -1.955 0.33
H -0.148 1.456 3.025 0.38
H 7.407 -9.662 -3.307 0.33
H -5.623 -10.408 -2.072 0.22
H 4.497 5.665 10.647 0.26
H -3.526 1.970 -0.432 0.34
H 5.611 -8.377 -3.264 0.38
H -6.476 6.830 1.319 0.29
H 3.220 -9.780 -2.928 0.24
H 2.140 8.883 -1.466 0.27
H -4.955 -11.312 -8.235 0.33
H 5.474 2.661 -1.056 0.26
H 2.490 4.675 9.931 0.37
H 6.573 6.535 10.011 0.41
H 0.627 -1.886 0.526 0.30
H -1.408 3.352 2.705 0.33
H -6.480 5.586 6.589 0.32
H -8.774 5.417 8.560 0.29
H 3.878 -12.142 2.774 0.26
H 6.831 -3.135 -0.244 0.27
H -7.398 10.329 1.543 0.32
H -6.119 5.651 3.344 0.26
H -1.850 -4.337 -9.670 0.31
H 4.746 10.583 -4.737 0.35
H -8.955 -13.071 -2.037 0.43
H -3.293 -10.654 -9.725 0.40
H 4.465 -8.855 -4.500 0.41
H -1.922 -1.557 2.069 0.28
H 4.541 -10.128 -0.880 0.25
H 3.725 11.852 -4.504 0.36
H -1.749 1.126 3.326 0.38
H -6.216 -10.049 -8.000 0.21
H -0.399 -1.188 2.769 0.42
H 1.664 6.226 10.301 0.33
H 3.728 5.954 8.143 0.24
H -8.012 -9.581 -3.186 0.21
H -7.714 -6.936 0.515 0.27
H -9.070 3.754 8.688 0.26
H 6.459 8.304 8.011 0.39
H -5.547 -8.152 -2.149 0.44
H 3.493 -8.567 2.220 0.45
H 8.529 16.281 -1.030 0.28
H -4.622 -7.035 -8.885 0.25
H 6.919 14.773 -3.893 0.30
H -0.730 4.766 8.112 0.24
H -6.497 -9.372 -4.106 0.31
H 5.667 0.645 -1.413 0.39
H 5.585 3.201 3.515 0.31
H -7.958 -14.993 -3.161 0.33
H 5.063 -10.886 2.841 0.30
H 3.241 -8.047 -2.660 0.43
H 7.136 -1.742 -1.179 0.28
H 0.565 3.591 8.518 0.26
H 3.041 7.427 8.770 0.18
H 2.443 -8.902 -0.009 0.29
H -1.967 -2.180 -1.993 0.23
H -0.670 -4.571 -8.351 0.29
H -1.753 -8.952 -10.322 0.31
H 3.601 -7.488 -0.105 0.40
H 4.241 0.622 -0.518 0.28
H -6.127 -6.844 -0.279 0.31
H 8.183 16.449 -2.661 0.30
H -1.212 -0.707 -1.241 0.14
H -1.907 0.373 0.909 0.21
H -7.065 4.223 4.638 0.28
H 5.707 6.081 8.452 0.35
H -0.550 3.057 1.193 0.37
H 6.749 2.711 2.326 0.18
H -7.565 -6.125 -0.960 0.31
H 3.939 4.556 2.054 0.34
H -2.766 3.427 -0.957 0.31
H -8.090 7.858 3.701 0.20
H -2.495 -8.676 -8.815 0.25
H -0.212 -1.978 -1.866 0.28
H 6.427 11.290 -3.660 0.30
H -1.785 -6.705 -8.125 0.40
H -8.909 9.627 2.076 0.29
H -3.995 -5.541 -9.529 0.46
H 0.850 9.561 -2.435 0.25
H -8.554 5.321 4.399 0.19
H -1.706 -3.176 -8.390 0.29
H -6.384 -14.253 -3.620 0.27
H -0.141 4.591 9.794 0.30
H -6.068 8.185 2.229 0.45
H -7.408 4.190 8.624 0.29
H 4.899 8.729 8.593 0.26
H -9.026 -11.524 -2.821 0.28
H -0.080 -2.994 1.511 0.38
H 4.973 13.835 -3.214 0.30
H -6.067 -11.186 -9.511 0.29
H 7.103 0.205 0.669 0.34
H 7.327 -11.368 -3.309 0.26
H -8.070 6.306 6.447 0.27
H 7.856 13.413 -3.305 0.31
H 7.847 -1.902 0.463 0.30
H 7.518 10.684 10.452 0.26
H -3.173 -6.603 -7.088 0.31
H 5.821 12.861 -2.055 0.29
H -8.707 10.102 0.434 0.28
H -7.671 -14.687 -4.805 0.26
H 9.209 15.092 -2.118 0.30
```

Its lowest unoccupied orbital energy is 0.33 eV. The structure (SMILES) is COCCNCCOC.COCCNCCOC.COCCNCCOC.COCCNCCOC.COCCNCCOC.COCCNCCOC.COCCNCCOC.COCCNCCOC. The gap between HOMO and LUMO comes out at 8.6 eV. Its HOMO energy is -8.32 eV.

***

--- two ---
This record from the Open Molecules 2025 dataset describes 8 unconnected molecules or ions with the total composition C48H120N8O16. The level of theory is ωB97M-V with the def2-TZVPD basis set.

```
192
Properties=species:S:1:pos:R:3:mulliken_charge:R:1
O -0.680 -7.326 -1.531 -0.39
O -3.130 -3.719 -3.129 -0.39
O -2.979 1.079 -3.848 -0.28
O 3.464 2.952 -2.498 -0.38
O -5.658 6.955 -1.760 -0.34
O -3.382 6.001 3.204 -0.15
O 4.762 -5.098 1.427 -0.43
O 5.613 2.043 2.683 -0.49
O -4.694 6.645 -6.613 -0.31
O 1.506 -1.240 3.662 -0.19
O -1.139 2.649 1.445 -0.22
O 2.741 -3.518 -5.027 -0.35
O 0.372 -4.088 -0.602 -0.34
O 3.884 -8.235 -4.117 -0.32
O 0.110 3.510 6.366 -0.16
O 0.269 -0.468 8.030 -0.20
N 4.362 -5.431 -3.228 0.17
N 0.274 -0.716 0.817 0.28
N -1.770 -6.293 -3.765 -0.11
N -3.521 5.891 0.400 -0.20
N 0.132 2.358 8.941 -0.28
N -5.402 3.114 -5.665 -0.23
N 3.766 3.984 1.084 -0.26
N 4.436 -2.716 3.307 -0.49
C -4.641 4.354 -5.921 -0.08
C 0.337 -7.510 -0.564 -0.59
C 3.131 -9.415 -3.903 -0.71
C -4.388 5.260 3.766 -0.74
C 0.799 -3.004 0.184 -0.57
C -0.769 4.043 7.365 -0.64
C -2.883 -4.179 -4.425 -0.43
C 6.198 1.921 1.461 -0.63
C -1.780 -7.772 -3.666 -0.92
C 3.570 3.558 2.446 0.04
C 3.716 -3.106 -4.029 -0.36
C -0.766 0.354 0.889 -0.40
C -5.479 7.751 -7.091 -0.72
C 3.721 3.772 -1.382 -0.86
C 4.143 -5.645 0.320 0.03
C -3.746 2.247 -3.988 -0.28
C 4.151 2.171 2.712 -0.02
C -0.106 1.224 9.809 -0.84
C 4.805 -4.188 -3.893 -0.93
C 3.992 -1.336 3.401 -0.78
C -0.622 -0.030 9.073 -0.58
C 4.587 -7.868 -2.983 -0.58
C 2.111 2.687 -2.841 -0.54
C -1.080 2.893 8.306 -0.63
C 2.826 -1.025 4.349 -0.65
C 1.491 -1.097 8.473 -0.35
C 3.223 3.156 0.019 0.03
C -5.555 5.477 -6.319 -0.61
C -2.202 1.207 -2.615 -0.91
C 1.849 -2.497 -5.448 -0.48
C 3.407 -3.609 2.783 0.47
C -4.672 1.980 -5.127 -0.78
C -2.972 -5.734 -4.415 -0.82
C -4.433 6.268 -1.840 0.16
C 4.062 -4.943 2.652 -1.06
C -0.284 1.563 1.737 0.08
C 0.739 -4.129 -1.963 0.42
C -1.080 3.733 2.298 -0.25
C -2.776 -2.384 -2.868 -0.38
C -3.824 7.116 2.439 -0.73
C 5.301 -6.518 -3.314 -0.99
C 0.503 4.496 5.382 -0.41
C -0.622 -8.144 -2.748 -0.26
C -4.536 6.671 1.160 -0.51
C -0.166 -1.833 -0.037 0.06
C 0.382 -1.239 4.513 -0.94
C -5.945 7.775 -2.837 -0.43
C -4.090 5.255 -0.780 -0.57
H 3.316 -4.964 0.119 0.01
H -1.740 -0.047 1.171 0.37
H 7.236 1.644 1.645 0.30
H -1.656 4.613 2.010 0.06
H 3.279 -5.695 2.740 0.39
H 0.652 -1.031 1.699 -0.02
H 5.142 -2.708 2.584 0.34
H -4.131 1.457 -5.916 0.38
H 4.251 -2.234 -4.406 0.52
H -0.319 4.951 4.830 0.16
H -1.620 0.096 8.653 0.33
H 1.810 -3.983 -2.103 -0.03
H 3.963 4.336 3.100 0.39
H 4.847 -5.606 -0.511 -0.06
H 3.874 1.882 3.725 0.42
H -0.752 1.495 10.645 0.42
H 0.299 -2.158 5.093 0.26
H 0.340 -8.036 -3.249 0.08
H 4.795 -5.132 3.438 0.40
H -0.685 -9.190 -2.446 0.57
H -6.032 7.467 -7.987 0.31
H 2.634 -3.720 3.543 0.14
H 5.696 1.250 0.764 0.24
H -4.569 7.728 2.947 0.42
H -0.442 1.281 2.778 0.29
H -4.165 4.685 -4.998 -0.09
H 4.017 -7.873 -2.054 0.23
H 5.340 -8.623 -2.754 0.53
H 1.374 -2.715 -6.405 0.27
H -0.715 -0.870 9.761 0.44
H -2.669 -8.233 -3.234 0.38
H 4.874 -0.743 3.644 0.53
H 1.023 5.251 5.971 0.41
H 2.311 -1.510 -5.463 0.32
H -3.672 -3.842 -5.098 0.44
H 1.991 -1.337 7.534 -0.16
H 5.142 -4.425 -4.903 0.37
H -1.894 -3.911 -4.795 0.22
H 0.292 -3.359 -2.592 -0.41
H 1.514 3.567 -3.083 0.34
H 1.141 3.997 4.652 -0.10
H -1.166 -2.103 0.303 0.20
H -3.830 -6.077 -3.837 0.40
H -3.839 4.513 4.339 0.19
H -1.545 3.493 3.254 0.25
H -0.121 -6.935 0.241 0.24
H -5.065 5.766 4.454 0.33
H -2.806 1.195 -1.708 0.43
H -4.930 4.610 -0.525 0.36
H 0.766 1.830 1.619 -0.13
H 2.380 -9.334 -3.118 0.21
H 0.406 -8.558 -0.273 0.37
H 2.122 2.087 -3.751 0.32
H -0.033 4.028 2.362 -0.06
H 1.238 -7.094 -1.017 0.11
H 2.488 3.489 2.565 -0.49
H -1.728 2.147 7.847 0.30
H 0.860 1.043 10.279 0.35
H 2.040 -0.520 9.217 0.30
H 0.506 -5.136 -2.309 -0.02
H -6.218 5.682 -5.479 0.21
H 3.750 -10.285 -3.685 0.32
H 4.781 4.016 -1.301 0.35
H -4.862 7.510 0.545 0.46
H 3.239 -2.862 -3.080 0.18
H 1.027 -2.366 -4.744 0.01
H -5.837 7.208 -3.761 -0.07
H 4.617 4.498 0.907 0.34
H 3.003 -1.658 5.219 0.24
H 1.307 -2.050 8.969 0.33
H -0.546 -1.219 3.942 0.36
H 3.630 1.428 2.107 -0.06
H 2.140 3.128 0.139 0.19
H -1.669 2.156 -2.563 0.47
H 2.570 -9.688 -4.797 0.29
H -3.920 4.222 -6.728 0.19
H -5.446 6.106 1.360 0.25
H -2.903 7.668 2.253 0.29
H -1.709 -2.215 -3.012 -0.16
H -4.781 8.567 -7.278 0.26
H -6.230 5.155 -7.111 0.43
H -1.677 4.537 7.019 0.39
H 5.708 -6.592 -4.323 0.48
H -1.419 0.453 -2.693 0.19
H 3.233 4.737 -1.515 0.42
H -6.178 8.157 -6.360 0.25
H 5.590 -3.755 -3.273 0.38
H 3.852 -6.686 0.461 0.30
H 1.553 2.248 -2.015 0.08
H -5.420 1.269 -4.777 0.23
H -0.333 4.843 7.964 0.35
H -4.298 2.500 -3.082 0.27
H -5.903 2.852 -6.502 0.26
H 3.536 -5.760 -3.706 0.12
H 0.771 2.141 8.190 0.30
H -4.954 4.685 3.032 0.31
H 6.145 -6.194 -2.705 0.47
H -3.139 3.101 -4.285 0.37
H -3.120 5.128 0.927 0.07
H -1.572 -5.911 -2.851 0.19
H -3.671 7.035 -1.976 0.33
H -6.890 8.316 -2.874 0.32
H 1.838 -2.702 0.049 0.27
H -3.387 -1.618 -3.345 0.43
H -0.191 -1.584 -1.098 0.11
H -3.381 4.627 -1.320 0.25
H 6.220 2.881 0.945 0.23
H -1.564 -8.240 -4.627 0.32
H -5.271 8.630 -2.886 0.38
H 0.717 -3.358 1.211 0.14
H -1.712 3.259 9.116 0.39
H -3.094 -6.035 -5.456 0.42
H -2.875 -2.275 -1.788 0.29
H -0.847 0.833 -0.086 -0.33
H -4.592 5.749 -2.785 -0.28
H 2.854 -0.046 4.828 0.56
H 3.018 -3.237 1.835 -0.18
H 3.637 2.150 0.087 0.09
H 0.390 -0.413 5.225 0.31
H 3.679 -0.983 2.418 0.26
```

Its lowest unoccupied orbital energy is 0.59 eV. The structure (SMILES) is COCCNCCOC.COCCNCCOC.COCCNCCOC.COCCNCCOC.COCCNCCOC.COCCNCCOC.COCCNCCOC.COCCNCCOC. The gap between HOMO and LUMO comes out at 8.9 eV. Its HOMO energy is -8.29 eV.

***

Least stable of them? one.